Density functional theory data (wB97M-V/def2-TZVPD) for 6 unconnected molecules or ions with the total composition C41H74N7O5 in a non-equilibrium geometry.

Geometry as XYZ:
```
127
Properties=species:S:1:pos:R:3:forces:R:3:mulliken_charge:R:1
C 0.160 -0.937 5.377 -0.1 -0.2 0.1 -1.00
C -0.829 -0.893 4.501 0.3 0.2 -0.3 -0.65
C -0.692 -0.204 3.159 -0.4 0.4 0.5 -0.37
N 0.608 -0.433 2.536 -0.6 0.0 0.1 0.89
C 1.082 -1.613 2.169 0.7 -0.2 -0.2 0.43
C 0.388 -2.912 2.288 -0.2 -0.4 -0.5 -1.33
C -0.598 -3.099 1.138 -0.1 0.1 0.2 0.68
C -1.902 -3.524 1.398 0.1 0.2 -0.8 -0.41
C -2.793 -3.682 0.334 0.5 0.2 0.1 -0.87
C -2.398 -3.418 -0.981 0.1 0.0 -0.2 0.90
C -3.367 -3.555 -2.135 0.6 0.3 0.7 -1.41
C -1.081 -3.012 -1.235 -0.1 -0.1 1.0 -0.68
C -0.187 -2.852 -0.176 -0.6 -0.2 0.0 -0.68
N 2.274 -1.498 1.602 0.0 -0.1 0.2 -0.79
C 2.549 -0.187 1.630 0.5 0.3 -0.2 0.52
N 3.718 0.276 1.171 -0.1 0.2 0.1 -0.04
C 4.249 1.628 1.173 0.1 0.7 -0.3 -1.23
C 3.690 2.559 0.064 0.7 -0.7 0.0 0.49
C 4.803 3.062 -0.863 -0.4 -0.1 0.2 -1.57
N 1.543 0.516 2.170 0.2 -0.1 0.3 0.27
C 1.268 1.920 2.389 -1.1 0.8 0.1 -1.66
C 0.189 2.477 1.442 0.3 -0.6 -0.3 0.35
C 0.268 1.997 -0.018 -0.8 0.6 0.0 -0.30
C -1.127 1.633 -0.554 0.5 -0.1 0.2 -1.03
N -2.129 2.623 -0.142 -0.3 -0.5 -0.4 -0.07
C -3.138 2.067 0.683 -0.4 0.0 0.2 0.12
N -3.483 2.679 1.731 0.3 0.0 0.2 -0.60
N -3.720 0.805 0.250 0.5 0.2 0.2 -0.48
H 0.165 -1.655 6.184 -0.2 0.4 0.5 0.42
H 1.012 -0.279 5.279 0.4 -0.3 -0.3 0.23
H -1.797 -1.329 4.695 0.0 -0.5 -0.1 0.46
H -1.448 -0.572 2.470 -0.1 -0.1 -0.1 0.07
H -0.880 0.856 3.296 0.2 0.1 -0.3 0.55
H 1.163 -3.670 2.206 0.2 -0.1 0.1 0.48
H -0.089 -3.050 3.250 -0.2 0.2 0.1 0.18
H -2.223 -3.727 2.408 0.0 0.0 0.2 0.46
H -3.802 -4.009 0.537 -0.1 -0.1 0.0 0.46
H -3.944 -4.464 -2.015 -0.2 -0.1 -0.2 0.42
H -4.014 -2.681 -2.137 -0.3 0.0 -0.1 0.31
H -2.797 -3.568 -3.057 -0.2 -0.2 -0.3 0.18
H -0.745 -2.815 -2.241 -0.1 0.0 -0.2 0.47
H 0.829 -2.549 -0.379 0.2 0.0 0.0 0.53
H 4.309 -0.439 0.789 -0.1 -0.2 0.0 0.28
H 5.311 1.533 0.979 0.2 -0.2 0.1 0.65
H 4.188 2.083 2.158 -0.2 -0.1 0.2 0.28
H 3.053 1.928 -0.546 -0.5 0.2 0.0 0.03
H 3.137 3.384 0.500 -0.3 0.1 -0.1 0.27
H 4.378 3.331 -1.824 0.0 0.4 -0.1 0.41
H 5.508 2.258 -1.059 0.2 -0.1 0.0 0.42
H 5.333 3.902 -0.427 0.1 0.1 -0.1 0.36
H 0.845 2.004 3.387 0.3 0.0 0.3 0.48
H 2.146 2.548 2.397 0.4 -0.4 -0.1 0.55
H 0.236 3.559 1.477 0.0 0.1 0.1 0.71
H -0.785 2.207 1.836 -0.2 0.1 0.1 -0.44
H 0.891 1.116 -0.151 0.3 0.0 0.0 0.14
H 0.629 2.824 -0.622 0.4 -0.1 -0.2 0.40
H -1.090 1.552 -1.637 0.0 0.0 -0.1 0.52
H -1.368 0.633 -0.191 -0.3 -0.1 0.0 0.23
H -2.603 2.974 -0.969 0.0 0.3 -0.1 0.26
H -4.234 2.170 2.191 -0.1 0.1 0.0 0.25
H -3.742 0.189 1.053 -0.2 -0.2 0.0 0.17
H -4.677 0.967 -0.038 -0.1 0.0 -0.1 0.29
C 0.970 -4.333 -5.059 0.0 0.0 0.1 -0.34
C 1.107 -5.805 -4.681 0.0 0.0 -0.1 -0.58
C -0.291 -6.126 -4.170 0.0 0.1 0.1 -0.38
O -1.190 -5.287 -4.900 0.1 0.1 0.1 -0.45
C -0.446 -4.288 -5.610 0.0 -0.1 -0.1 -0.07
H 1.708 -3.990 -5.781 0.0 0.0 0.0 0.28
H 1.050 -3.710 -4.163 0.0 0.0 0.0 0.15
H 1.329 -6.399 -5.570 0.0 0.0 0.0 0.27
H 1.882 -6.000 -3.941 0.0 0.0 0.0 0.34
H -0.386 -5.893 -3.102 0.0 0.0 0.0 0.13
H -0.570 -7.168 -4.322 -0.1 0.0 0.0 0.32
H -0.462 -4.533 -6.674 0.0 0.1 0.0 0.10
H -0.924 -3.316 -5.472 -0.1 0.0 0.0 0.25
C -0.347 -1.031 -9.299 0.0 0.1 0.1 -0.59
C 1.111 -0.604 -9.158 0.0 -0.1 -0.1 -0.57
C 1.560 -1.431 -7.961 0.0 0.0 0.1 -0.45
O 0.796 -2.639 -7.993 0.0 0.1 0.0 -0.29
C -0.273 -2.507 -8.937 0.1 -0.1 -0.1 -0.38
H -0.762 -0.861 -10.291 0.0 0.0 0.0 0.35
H -0.965 -0.495 -8.574 0.0 0.0 0.0 0.27
H 1.673 -0.894 -10.048 0.0 0.0 0.0 0.27
H 1.244 0.466 -9.006 0.0 0.0 0.0 0.32
H 1.348 -0.911 -7.018 0.0 0.0 0.0 0.27
H 2.622 -1.677 -7.989 0.0 -0.1 0.0 0.28
H -0.037 -3.119 -9.814 0.0 0.0 0.0 0.25
H -1.194 -2.883 -8.491 0.0 0.0 0.0 0.28
C -4.838 5.906 -4.394 0.0 0.1 0.1 -0.55
C -3.397 6.346 -4.155 0.0 -0.1 -0.1 -0.58
C -3.030 5.543 -2.916 -0.1 0.0 0.1 -0.36
O -3.784 4.325 -2.983 0.1 0.0 0.0 -0.36
C -4.783 4.437 -4.006 0.0 -0.1 -0.1 -0.50
H -5.180 6.058 -5.416 0.0 0.0 0.0 0.34
H -5.510 6.448 -3.725 0.0 0.0 0.0 0.27
H -2.770 6.048 -4.998 0.0 0.0 0.0 0.28
H -3.283 7.419 -4.010 0.0 0.0 0.0 0.34
H -3.313 6.071 -2.000 0.0 0.0 0.0 0.29
H -1.967 5.305 -2.865 0.0 -0.1 0.0 0.26
H -4.481 3.813 -4.853 0.0 0.0 0.0 0.27
H -5.732 4.063 -3.621 0.0 0.0 0.1 0.28
C 2.747 -5.021 8.579 -0.1 -0.1 0.0 -0.56
C 2.646 -5.149 7.062 0.1 0.1 0.0 -0.63
C 1.234 -4.641 6.805 -0.1 -0.1 0.1 0.12
O 0.960 -3.669 7.818 0.1 0.0 -0.1 -0.38
C 1.968 -3.739 8.835 0.1 0.1 0.0 -0.41
H 3.770 -4.972 8.949 0.0 0.0 0.0 0.34
H 2.251 -5.866 9.059 0.0 0.0 0.0 0.26
H 3.377 -4.494 6.582 0.0 0.0 0.0 0.27
H 2.804 -6.161 6.694 0.0 0.0 0.0 0.37
H 0.499 -5.448 6.891 0.0 0.0 -0.1 0.28
H 1.124 -4.177 5.822 0.0 0.0 0.0 -0.16
H 2.612 -2.858 8.745 0.0 0.0 0.0 0.25
H 1.490 -3.720 9.814 -0.1 0.0 0.0 0.28
C 1.204 6.624 5.514 0.0 0.1 -0.1 -0.61
C -0.084 5.808 5.470 0.0 -0.1 0.1 -0.64
C 0.126 4.964 4.221 0.0 0.1 -0.1 -0.23
O 1.541 4.748 4.111 -0.1 -0.1 0.0 -0.26
C 2.230 5.614 5.024 0.0 -0.1 0.1 -0.51
H 1.440 7.018 6.500 0.0 0.0 0.0 0.35
H 1.139 7.463 4.818 0.0 0.0 0.0 0.27
H -0.151 5.167 6.352 0.0 0.0 0.0 0.29
H -0.987 6.412 5.421 0.0 0.0 0.0 0.37
H -0.215 5.490 3.324 -0.1 0.0 0.0 0.27
H -0.385 4.000 4.271 0.0 0.0 0.0 0.12
H 2.618 5.009 5.850 0.0 0.0 0.0 0.31
H 3.072 6.078 4.510 0.0 0.0 -0.1 0.28
```
Forces are in eV/Å.

- HOMO-LUMO gap: 9.0 eV
- Charge: +1
- ΔE to the lowest compared entry with this formula, charge and spin: 36.3 kJ/mol
- 2S+1: 1
- Largest force on an atom: 1.4 eV/Å
- Total energy: -64377.0975 eV